Computed, not measured: C10H14BMnN7O3 as an isolated structure, with ωB97M-V with the def2-TZVPD basis set.

```
36
Properties=species:S:1:pos:R:3:forces:R:3
H 1.0368 0.9139 -4.1269 -0.228 0.070 0.033
C -1.7022 -0.2038 -4.2418 -0.086 -0.051 0.735
H -1.4538 -2.7769 -0.6380 0.439 0.512 0.625
C 0.6099 3.6607 -0.8910 -0.261 0.947 1.003
O 0.3238 -1.4383 2.7129 -0.246 1.731 -0.334
H 1.8042 -2.2490 0.2905 0.624 0.499 0.056
Mn -0.9756 -0.3653 -0.2779 5.034 -0.741 2.573
H -1.3970 1.7565 -0.5113 2.950 -0.103 -2.279
H -3.4525 -1.4893 -1.7719 0.199 0.189 0.168
O -0.2761 0.2971 1.5184 -1.224 0.358 -1.839
H -1.4351 0.1961 -5.2272 0.012 -0.398 0.549
N 1.0801 -0.7704 -1.0464 -0.664 -1.027 0.651
N -0.8586 -0.1018 -3.1972 -0.029 0.470 1.213
N 0.1362 -0.2125 2.6744 0.805 -1.040 2.713
N 1.4644 -0.3850 -2.3166 1.048 -0.398 -0.096
C -2.7413 -1.0022 -2.4293 0.800 0.526 -1.276
C 2.9933 -1.8107 -1.5741 -0.197 -0.233 0.588
N -1.5006 -0.5548 -2.0101 -2.206 -0.331 -4.000
C -0.0299 2.7311 -0.0995 1.353 2.131 -0.221
C 0.8993 3.0408 -2.0921 -0.247 -0.375 -0.174
N -0.1565 1.6031 -0.8410 -3.246 -1.172 0.962
H -1.4806 -2.4463 1.1749 0.565 0.666 -0.603
H -3.7669 -0.9743 -4.4256 0.106 -0.150 0.176
H 3.1059 -0.7428 -3.5754 0.084 -0.145 -0.077
C -2.8974 -0.7896 -3.8120 0.399 0.214 0.837
H 0.1639 -2.4093 0.2002 -2.559 -0.199 0.547
N 0.4437 1.7932 -2.0769 -2.062 0.323 0.365
C -0.9684 -2.2219 0.2060 0.691 -1.944 -0.300
C 2.6272 -0.9752 -2.6386 -1.457 0.919 0.249
B 0.5472 0.5958 -3.0915 -0.277 -0.540 0.535
H 3.8478 -2.4545 -1.5035 0.248 -0.073 -0.048
H 0.7702 4.6887 -0.6265 0.281 0.115 -0.014
C 1.9877 -1.6653 -0.6074 -0.681 0.493 -0.745
H -0.4248 2.7948 0.9100 0.131 -0.131 -0.042
O 0.3166 0.5666 3.6145 -0.560 -1.310 -2.497
H 1.3523 3.4010 -2.9954 0.460 0.200 -0.030
```
Positions in Å, forces in eV/Å.

Properties
**Total charge**: +2
**Multiplicity**: 4
**E**: -59141.351 eV
**Molar mass**: 346.02 u
**ΔE to the lowest compared entry with this formula, charge and spin**: 3.839 eV
**Orbital gap (spin up / spin down)**: 0.211 / 0.155 Ha
**HOMO (spin up / spin down)**: -16.01 / -15.82 eV

natural (NBO) population analysis, charges in e, atoms 1 to 5: 0.03, 0.10, 0.23, -0.30, -0.41

***

Computed, not measured: C10H14ClMnN2O2 as an isolated structure, with ωB97M-V with the def2-TZVPD basis set.

```
30
Properties=species:S:1:pos:R:3:forces:R:3
N -0.1338 0.1238 1.9494 0.129 -0.001 0.169
H -0.9602 1.9317 -1.4580 0.000 0.025 0.011
C -0.7415 2.8072 0.4106 0.008 0.002 -0.068
C 2.3315 -1.2849 -1.6183 -0.025 0.326 0.217
C -0.9945 2.4736 1.8714 -0.057 0.045 0.050
Cl 1.7283 -5.7205 -4.0879 0.018 0.046 0.019
H -1.7110 -3.4647 -1.5302 -0.005 0.029 0.018
H 3.0106 -3.3584 -3.1108 0.002 -0.005 -0.003
C 1.1649 -4.4295 -3.1140 -0.070 -0.087 -0.029
O 1.9966 -0.2861 -0.8907 0.164 -0.188 -0.173
H -2.0163 2.1006 2.0059 0.009 -0.014 -0.013
H -0.8019 -5.2697 -2.9388 0.015 -0.005 -0.008
H 0.4472 -0.5096 2.4991 0.001 0.021 0.017
C -0.1643 -4.4403 -2.6587 -0.055 0.002 0.020
H 0.2965 3.1165 0.2595 -0.005 -0.006 0.001
H -1.9630 1.3143 -0.3564 0.000 0.002 0.009
H -1.3662 3.6401 0.0910 -0.050 -0.017 0.037
H 3.3641 -1.2577 -1.9662 -0.008 -0.108 -0.063
H 1.0290 1.8486 2.3133 -0.008 -0.002 -0.004
Mn 0.3668 0.0560 -0.1051 -0.312 -0.175 -0.007
C 1.4791 -2.3356 -1.9570 0.078 -0.211 -0.161
N -0.9999 1.6253 -0.4856 0.025 0.170 -0.105
C 0.0040 1.5172 2.5020 0.035 -0.050 0.020
C -0.6850 -3.4299 -1.8664 0.190 -0.083 -0.112
H -0.9583 3.4074 2.4344 0.035 0.004 -0.012
C 0.1334 -2.3724 -1.5097 -0.258 0.154 0.189
C 1.9834 -3.3893 -2.7710 -0.052 0.149 0.108
H -1.0870 -0.2038 2.1079 -0.004 0.008 -0.002
O -0.4137 -1.4058 -0.7315 0.268 -0.039 -0.122
H -0.1207 1.4862 3.5835 -0.065 0.007 -0.003
```
Positions in Å, forces in eV/Å.

Properties
**Total charge**: +2
**Multiplicity**: 5
**E**: -61499.848 eV
**Molar mass**: 284.62 u
**Orbital gap (spin up / spin down)**: 0.194 / 0.248 Ha
**HOMO (spin up / spin down)**: -15.41 / -15.49 eV

natural (NBO) population analysis, charges in e, atoms 1 to 5: -0.92, 0.42, -0.23, 0.45, -0.45

***

Computed, not measured: one molecule with the formula C10H14ClOP, with ωB97M-V with the def2-TZVPD basis set.

```
27
Properties=species:S:1:pos:R:3:forces:R:3
H 1.9218 -1.3434 1.5742 1.383 -1.526 0.911
H -1.4934 -0.0359 1.9471 -0.196 0.818 -1.802
H -3.5823 -0.9836 1.5764 -0.948 -0.563 0.981
C -3.3441 -0.2439 0.8728 2.524 1.684 -1.878
H 0.1074 -1.3361 -0.2945 -2.466 -0.956 0.450
C -1.9802 0.2519 0.9568 -2.037 -0.630 0.648
H -5.1076 -0.2833 -0.3750 0.014 0.230 -0.032
C 0.9341 -0.9049 -0.7173 2.953 0.307 -2.688
C 2.8753 0.5838 -0.1668 0.972 1.438 1.159
H 3.6738 -0.1694 -0.1685 -0.678 -0.569 -0.457
H 0.2839 -0.7953 1.7227 0.864 0.000 0.098
H 0.7717 -0.3806 -1.7022 -0.173 -1.064 0.656
H 2.8232 1.1045 -1.1557 0.418 -0.315 0.959
C -4.1122 0.1234 -0.2385 1.294 -0.610 0.254
C -1.4442 1.0534 -0.0822 0.510 -0.703 2.017
H 3.3199 1.2285 0.6737 -0.982 -0.117 -1.411
C 1.4923 0.1043 0.2239 -1.236 1.127 0.530
C -2.2081 1.3469 -1.2080 1.584 -0.055 0.368
Cl 0.8141 2.9336 -0.9878 -0.130 0.273 -0.920
H 1.6847 -1.7482 -0.8525 -0.724 0.996 -0.070
C -3.4734 0.8534 -1.2562 -0.246 -0.325 1.774
H -1.7705 1.9020 -2.0532 -0.344 -0.247 0.563
H 1.4846 0.3085 2.3952 0.595 -0.978 -0.274
C 1.3486 -0.4771 1.6215 -1.794 1.791 0.176
P 0.2369 1.5681 0.3573 1.862 1.414 3.746
O 0.4066 2.2344 1.7553 -0.973 -1.847 -3.330
H -3.9437 1.1202 -2.1120 -2.046 0.423 -2.426
```
Positions in Å, forces in eV/Å.

Properties
**Total charge**: 0
**E**: -34456.255 eV
**Molar mass**: 216.65 u
**SMILES**: CC(C)(C)[P@@](=O)(Cl)c1ccccc1
**ΔE to the lowest compared entry with this formula, charge and spin**: 0.000 eV
**Orbital gap**: 0.368 Ha
**HOMO**: -9.64 eV

natural (NBO) population analysis, charges in e, atoms 1 to 5: 0.21, 0.24, 0.22, -0.20, 0.21

***

Computed, not measured: C10H14F3N2O2Pd as an isolated structure, with ωB97M-V with the def2-TZVPD basis set.

```
32
Properties=species:S:1:pos:R:3:forces:R:3
C -2.6472 0.3308 1.9375 0.008 0.006 0.005
H -2.8364 1.0148 2.7595 0.010 0.009 -0.005
O -1.3401 -0.3083 2.1215 -0.025 0.003 -0.055
F -7.3146 -9.7093 -2.2818 -0.002 0.000 0.000
H 0.9876 4.0457 -1.0708 -0.010 0.001 -0.004
C 4.4345 0.4998 -1.2415 -0.001 0.000 0.000
C 0.9377 1.9636 -1.5058 -0.003 -0.013 -0.011
H -0.5612 4.3083 2.1424 0.000 0.001 0.000
C 3.0640 -0.2465 0.5491 -0.001 -0.001 0.000
N 0.7271 3.1491 -0.6828 0.022 0.014 -0.027
H 0.0394 1.3448 -1.4825 -0.003 0.003 -0.004
H 5.3830 0.5254 -1.7616 0.000 0.000 0.000
C -0.0959 4.4689 1.1755 -0.003 0.000 -0.001
C -6.4055 -10.4026 -1.8181 -0.076 -0.114 -0.025
Pd 0.3476 0.1812 1.0603 0.107 0.167 -0.068
C 3.3498 1.2163 -1.7311 0.003 0.002 -0.001
H -0.7479 5.0799 0.5499 0.000 0.000 -0.001
C 0.1679 3.1577 0.5115 -0.034 0.001 0.011
C 2.1434 1.1776 -1.0602 -0.002 -0.011 0.025
H 2.9021 -0.8046 1.4665 -0.001 -0.002 -0.001
H 1.0733 2.2951 -2.5319 0.007 -0.001 0.000
C 4.2915 -0.2419 -0.0786 -0.001 0.000 0.002
H 5.1109 -0.8061 0.3431 0.000 0.000 -0.001
H 0.8443 5.0061 1.3139 0.000 -0.001 0.002
H -1.2140 -0.5138 3.0568 -0.002 -0.002 0.051
H -3.3972 -0.4531 1.8936 -0.007 0.005 0.010
H 3.4373 1.8036 -2.6353 0.001 0.000 0.000
O -0.1937 2.1012 1.1167 0.029 -0.023 0.100
F -6.4251 -10.7310 -0.6292 -0.001 -0.001 0.002
N 2.0207 0.4390 0.0564 -0.013 -0.014 0.013
H -2.6067 0.8750 1.0004 -0.006 -0.025 -0.013
F -5.4767 -10.7671 -2.5435 0.006 -0.004 -0.005
```
Positions in Å, forces in eV/Å.

Properties
**Total charge**: +3
**E**: -29275.456 eV
**Molar mass**: 357.65 u
**ΔE to the lowest compared entry with this formula, charge and spin**: 0.000 eV
**Orbital gap**: 0.287 Ha
**HOMO**: -18.51 eV

natural (NBO) population analysis, charges in e, atoms 1 to 5: -0.25, 0.22, -0.75, -0.13, 0.44

***

Computed, not measured: an isolated ion of composition C10H14I2N and charge +1, with ωB97M-V with the def2-TZVPD basis set.

```
27
Properties=species:S:1:pos:R:3:forces:R:3
C 1.1637 0.9097 0.4605 -0.423 -1.077 -1.600
H -1.5079 -0.0928 -1.8837 -0.522 0.528 0.018
H -1.6804 -1.8291 -1.9805 0.514 -0.192 0.262
H 0.7617 3.4020 3.5821 -1.054 -0.330 -0.517
H -2.0045 1.2925 2.4314 -0.068 -0.405 -0.451
N 0.0906 -1.0040 -1.0018 1.519 -2.137 4.299
I 1.1880 -2.6717 1.7143 -0.593 0.147 -1.143
H -0.3976 -3.2150 -0.5947 0.610 0.387 0.661
C -1.1209 0.3138 0.7366 0.919 0.138 0.188
C -0.9621 -1.0071 -1.9782 0.144 1.079 -2.864
H -1.1006 3.4865 3.3864 1.580 -0.847 -0.696
C 0.0920 0.0936 0.0783 -0.706 0.763 -0.469
H 1.7508 -0.3472 -2.1980 -0.114 0.548 -0.033
C -0.2442 -2.3913 0.1358 -1.152 0.669 -0.555
I -0.5029 1.8958 5.2639 -0.027 -0.648 0.717
C -0.1734 2.8144 3.3909 -0.222 2.091 1.414
H -0.3846 -0.9336 -2.9707 -1.561 -0.331 1.178
H 2.0498 0.8405 -0.1247 0.757 0.026 -0.189
H 1.4520 -2.1011 -2.4484 -0.958 1.468 1.296
C 1.4107 -1.2279 -1.6836 1.116 -2.351 0.323
C 1.0751 1.8613 1.4623 0.258 -0.990 0.591
C -1.1033 1.1248 1.8343 -1.234 0.596 1.484
C -0.0239 1.8576 2.2996 -0.009 0.452 -1.800
H -2.0727 -0.0763 0.4882 -0.594 -0.716 -0.538
H -1.2517 -2.1876 0.6910 1.963 0.132 -1.469
H 2.1635 -1.5647 -0.9404 -0.453 0.662 -0.198
H 1.9313 2.4745 1.6507 0.311 0.337 0.089
```
Positions in Å, forces in eV/Å.

Properties
**Total charge**: +1
**E**: -28279.546 eV
**Molar mass**: 402.04 u
**SMILES**: C[N+](C)(CI)c1ccc(CI)cc1
**ΔE to the lowest compared entry with this formula, charge and spin**: 0.363 eV
**Orbital gap**: 0.303 Ha
**HOMO**: -11.91 eV

natural (NBO) population analysis, charges in e, atoms 1 to 5: -0.21, 0.24, 0.24, 0.25, 0.23

***

Computed, not measured: C10H14IrN3O5 as an isolated structure, with ωB97M-V with the def2-TZVPD basis set.

```
33
Properties=species:S:1:pos:R:3:forces:R:3
O -0.4143 -0.8930 -3.3461 0.212 -0.615 0.677
H -0.1092 0.5068 6.2811 0.100 -0.151 -0.148
H 1.0436 -0.8187 6.2704 -0.237 0.077 -0.165
H 0.2003 1.5744 -0.8641 -0.201 2.710 0.843
H -2.9798 1.3620 4.4499 0.420 -0.081 0.196
C -2.3687 0.3329 2.3285 -0.783 -0.056 0.090
H -3.3841 0.5381 2.7003 0.417 -0.151 -0.298
H -1.3589 1.6411 5.1440 -0.279 -0.325 -0.145
N -1.4841 0.3407 3.4732 0.615 0.034 0.216
H -2.2412 0.0800 5.4233 0.011 0.372 -0.247
C -0.0396 -1.9388 0.2613 0.189 -6.219 0.686
C -0.2148 -0.9781 -2.2375 -0.146 1.197 -2.136
N 0.3498 -0.1868 2.1127 -0.350 0.381 1.143
C 2.1025 -0.1440 4.2178 0.237 0.524 0.153
O 3.0372 0.1731 -0.2382 -3.187 -0.370 0.177
C -2.0233 0.8834 4.6991 -0.765 0.503 0.532
C -2.0912 -0.0625 -0.5359 -3.836 0.359 -2.218
Ir -0.0975 -0.1873 -0.3996 0.073 -1.392 0.874
H 1.3020 -0.5119 2.2576 -0.183 -0.014 -0.557
O -0.0236 -3.0916 0.3749 -0.101 3.191 -0.110
O -0.2331 3.2522 0.6077 0.357 0.661 0.056
H -2.0891 1.1262 1.6187 0.052 -0.239 0.227
C -0.2569 2.1495 0.2722 -0.209 -0.486 -1.544
H 2.5653 -0.0074 5.2028 -0.062 -0.063 -0.429
C -0.1632 0.0314 3.2887 0.161 -0.042 -1.144
O -3.1536 -0.1381 -0.9982 3.145 -0.001 1.725
H -2.3620 -0.6517 1.8467 0.150 0.236 0.139
C 0.2032 -0.3842 5.7187 0.136 -0.525 1.166
H 2.4018 -1.1225 3.8129 -0.138 0.031 0.139
H 2.4386 0.6433 3.5371 -0.006 -0.069 0.036
N 0.6592 -0.0538 4.3938 0.088 -0.305 0.905
H -0.6120 -1.1224 5.7246 0.166 0.320 -0.173
C 1.8865 0.1138 -0.2346 3.952 0.509 -0.665
```
Positions in Å, forces in eV/Å.

Properties
**Total charge**: +2
**Multiplicity**: 5
**E**: -28119.956 eV
**Molar mass**: 448.45 u
**Orbital gap (spin up / spin down)**: 0.239 / 0.198 Ha
**HOMO (spin up / spin down)**: -13.37 / -16.74 eV

natural (NBO) population analysis, charges in e, atoms 1 to 5: -0.33, 0.27, 0.26, 0.10, 0.26